*A*
Here is an isolated molecule of C6H12N2O2 from the Open Molecules 2025 dataset. Energies are from wB97M-V/def2-TZVPD.

Results
SMILES string: [NH3+][C@@]([O-])(O)C[C@]12CC[C@H]1N2
E_LUMO in eV: 0.7364
Frontier orbital gap in eV: 9.383

Structure (XYZ):
```
22
C6H12N2O2 wB97M-V/def2-TZVPD
N -0.19 -2.08 2.24
C 0.98 -3.03 2.67
O 1.18 -3.95 1.82
C 0.73 -3.43 4.13
C 0.79 -2.30 5.13
C 1.99 -1.89 5.98
C 1.01 -1.50 7.13
C -0.16 -1.92 6.23
N -0.13 -1.18 4.98
H -0.90 -2.59 1.73
H -0.62 -1.60 3.05
H -0.26 -3.91 4.17
H 1.48 -4.18 4.39
H 2.62 -2.75 6.25
H 2.62 -1.10 5.56
H 1.11 -2.14 8.01
H 1.00 -0.45 7.45
H -1.09 -2.39 6.53
H 0.32 -0.27 5.05
H 0.57 -1.22 1.86
O 2.09 -1.82 2.49
H 2.56 -2.04 1.68
```


*B*
Here is a 2-piece molecular cluster, C6H12N2O2 overall from the Open Molecules 2025 dataset. Energies are from wB97M-V/def2-TZVPD.

Results
SMILES string: C=CC(=O)O.CN/C=C\N
E_LUMO in eV: 0.6766
Frontier orbital gap in eV: 8.308

Structure (XYZ):
```
22
C6H12N2O2 wB97M-V/def2-TZVPD
C 1.70 -0.33 0.34
C 2.79 1.84 0.60
C 2.02 0.88 1.11
C -1.11 0.94 0.65
C -1.11 0.33 -0.51
C -1.59 -1.50 -2.32
N -1.11 0.35 2.00
N -1.33 -1.05 -0.89
O 0.98 -1.21 1.16
O 2.02 -0.67 -0.80
H 2.87 2.80 1.13
H 3.43 1.62 -0.17
H 1.49 0.91 1.97
H -0.93 1.98 0.64
H -0.80 0.92 -1.34
H -2.63 -1.77 -2.47
H -1.18 -0.80 -3.11
H -1.05 -2.49 -2.68
H -1.53 1.12 2.55
H -1.53 -0.57 1.86
H -1.93 -1.54 -0.22
H 0.53 -1.75 0.50
```


*C*
Here is an isolated molecule of C6H12N2O2 from the Open Molecules 2025 dataset. Energies are from wB97M-V/def2-TZVPD.

Results
SMILES string: CCNC[C@@]1(C(=O)O)CN1
E_LUMO in eV: 0.4903
Frontier orbital gap in eV: 9.920

Structure (XYZ):
```
22
C6H12N2O2 wB97M-V/def2-TZVPD
C -2.92 -0.89 -1.91
C -2.90 -0.63 -0.41
N -1.64 -0.06 0.07
C -0.59 -0.96 0.52
C 0.25 -1.37 -0.68
C 1.24 -2.46 -0.53
N 0.03 -2.68 -1.31
C 0.52 -0.25 -1.68
O 1.29 -0.39 -2.61
H -2.80 0.04 -2.47
H -2.14 -1.60 -2.21
H -3.89 -1.33 -2.19
H -3.70 0.09 -0.16
H -3.13 -1.56 0.14
H 0.05 -0.42 1.23
H -0.98 -1.86 1.02
H 2.16 -2.40 -1.11
H 1.31 -2.92 0.45
H -0.66 -3.21 -0.79
H -1.79 0.82 0.63
O 0.04 1.02 -1.42
H -0.47 0.97 -0.54
```


*D*
Here is C6H12N2O2 as an isolated structure from the Open Molecules 2025 dataset. Energies are from wB97M-V/def2-TZVPD.

Results
E_LUMO in eV: 0.0020
Frontier orbital gap in eV: 8.011

Structure (XYZ):
```
22
C6H12N2O2 wB97M-V/def2-TZVPD
C 2.22 -0.44 1.10
C 0.82 0.05 1.35
C -0.39 -0.84 1.08
C -1.65 -0.17 0.28
C -1.81 -0.11 -1.12
C -0.52 0.44 -1.45
H 2.95 -1.27 -1.11
H 1.29 -0.50 -0.89
H 0.67 0.41 2.40
H 0.73 1.12 1.06
H -0.50 -1.12 2.15
H -0.12 -1.87 0.50
H -2.36 -0.81 0.78
H -1.94 0.69 0.95
H -2.71 0.47 -1.49
H -1.51 -1.12 -1.86
H 0.55 2.72 -1.21
H -1.33 2.19 -0.96
N 2.44 -0.46 -0.34
N -0.35 1.86 -1.49
O 2.94 -1.11 1.87
O 0.58 -0.14 -1.60
```


Which one is most stable, and which one is least stable? *C* is the most stable of them, while *D* is the least stable.


*A*
Here is a 2-piece molecular cluster, C6H12N2O2 overall from the Open Molecules 2025 dataset. Energies are from wB97M-V/def2-TZVPD.

Results
SMILES string: CN(C)C(=C=O)/C=C/N.O
E_LUMO in eV: 0.5802
Frontier orbital gap in eV: 7.746

Structure (XYZ):
```
22
C6H12N2O2 wB97M-V/def2-TZVPD
C -0.70 -1.30 1.10
N -1.03 -0.72 -0.19
C -2.28 -1.22 -0.74
C -0.83 0.69 -0.27
C 0.53 1.22 -0.49
C 1.45 0.47 -1.21
N 2.79 0.56 -1.01
C -1.86 1.49 -0.03
O -2.81 2.16 0.09
H -0.64 -2.40 1.01
H -1.44 -1.05 1.88
H 0.28 -0.94 1.44
H -2.23 -2.31 -0.81
H -2.42 -0.81 -1.75
H -3.16 -0.96 -0.12
H 1.46 1.14 1.03
H 0.59 2.31 -0.61
H 1.11 -0.43 -1.73
H 3.35 -0.05 -1.59
H 3.05 0.77 0.09
O 2.32 1.14 1.79
H 2.47 0.25 2.12
```


*B*
Here is C6H12N2O2 as an isolated structure from the Open Molecules 2025 dataset. Energies are from wB97M-V/def2-TZVPD.

Results
E_LUMO (alpha / beta) in eV: 0.7071 / 0.7070
Frontier orbital gap (alpha / beta) in eV: 8.915 / 8.914

Structure (XYZ):
```
22
C6H12N2O2 wB97M-V/def2-TZVPD
C 0.21 0.60 0.39
C 1.14 1.73 0.05
C -0.67 0.86 1.58
C -1.50 -1.16 -0.59
C 1.11 -0.92 0.16
C -0.46 -0.08 -0.76
N 1.20 -1.63 1.32
O -0.57 -0.13 -3.04
N -0.44 0.64 -1.87
O 1.89 -1.15 -0.74
H -0.55 0.53 -3.74
H 0.51 -1.55 2.05
H 1.98 -2.25 1.43
H 0.57 2.60 -0.28
H -0.08 1.27 2.40
H 1.78 1.47 -0.79
H 1.77 1.96 0.91
H -1.47 1.56 1.30
H -1.17 -0.03 1.96
H -2.42 -0.85 -1.07
H -1.69 -1.45 0.44
H -1.14 -2.05 -1.11
```


Which one is most stable, and which one is least stable? *B* is the most stable of them, while *A* is the least stable.


*A*
Here is an isolated molecule of C2H2IN from the Open Molecules 2025 dataset. Energies are from wB97M-V/def2-TZVPD.

Results
E_LUMO (alpha / beta) in eV: -0.8593 / -0.9446
Frontier orbital gap (alpha / beta) in eV: 7.294 / 7.216

Structure (XYZ):
```
6
C2H2IN wB97M-V/def2-TZVPD
C 1.63 -1.43 0.31
C -0.29 -0.57 0.06
N 0.48 -1.54 -0.18
I 3.04 0.11 -0.01
H -1.29 -0.78 0.04
H 0.07 0.32 0.43
```


*B*
Here is C2H2IN as an isolated structure from the Open Molecules 2025 dataset. Energies are from wB97M-V/def2-TZVPD.

Results
E_LUMO in eV: -0.0936
Frontier orbital gap in eV: 8.971

Structure (XYZ):
```
6
C2H2IN wB97M-V/def2-TZVPD
C 0.36 -0.66 -0.47
C -0.76 0.08 0.31
N 0.09 -1.60 0.27
I -2.93 0.01 -0.06
H 1.08 -0.35 -1.18
H -0.50 0.69 1.25
```


Which one is most stable, and which one is least stable? *B* is the most stable of them, while *A* is the least stable.


*A*
Here is C37H60AuFN3O10P2S2 as an isolated structure from the Open Molecules 2025 dataset. Energies are from wB97M-V/def2-TZVPD.

Results
E_LUMO in eV: -2.8652
Charge: +1
Frontier orbital gap in eV: 7.057

Structure (XYZ):
```
116
C37H60AuFN3O10P2S2 wB97M-V/def2-TZVPD
Au 0.36 1.02 -1.91
C 5.49 2.31 3.45
C 4.77 0.98 3.65
N 3.53 0.89 2.88
C 3.58 0.35 1.64
C 2.55 0.28 0.76
C 2.93 -0.21 -0.62
O 4.01 -0.77 -0.75
O 2.13 -0.02 -1.62
C 1.25 0.74 1.18
O 0.20 0.66 0.53
C 1.23 1.42 2.49
C 0.07 2.10 2.85
C 0.06 2.86 3.98
F -1.04 3.60 4.27
C 1.18 2.97 4.81
C 2.31 2.26 4.48
C 2.37 1.51 3.29
N 1.19 3.83 5.93
C 2.20 4.86 6.03
C 1.62 6.23 5.71
N 0.45 6.48 6.62
C -0.61 5.41 6.49
C 0.05 4.06 6.77
H 6.42 2.33 4.02
H 4.87 3.15 3.76
H 5.73 2.46 2.39
H 4.55 0.79 4.70
H 5.41 0.17 3.31
H 4.54 -0.04 1.32
H -0.77 2.09 2.17
H 3.17 2.32 5.13
H 3.01 4.66 5.33
H 2.64 4.88 7.04
H 1.25 6.27 4.69
H 2.34 7.04 5.87
H 0.04 7.40 6.42
H 0.78 6.52 7.58
H -0.98 5.46 5.47
H -1.41 5.65 7.19
H -0.69 3.28 6.64
H 0.37 4.04 7.83
C -3.13 1.21 -0.97
O -2.69 1.29 -2.35
P -1.42 2.17 -2.65
O -1.42 2.36 -4.21
C -0.47 1.82 -5.15
O -1.87 3.55 -2.09
C -1.39 4.87 -2.42
H -3.85 0.41 -0.93
H -3.59 2.15 -0.68
H -2.28 0.99 -0.31
H -0.03 2.65 -5.69
H -1.01 1.16 -5.83
H 0.32 1.26 -4.65
H -2.03 5.55 -1.87
H -1.51 5.02 -3.49
H -0.36 4.99 -2.11
O 2.49 3.31 0.40
S 1.39 3.93 -0.31
O 0.08 3.62 0.23
O 1.59 5.30 -0.71
S 1.42 3.00 -2.29
O -0.40 -1.00 -1.92
P -0.91 -2.41 -2.11
C 0.57 -3.45 -1.84
C 0.42 -4.98 -1.81
C 1.79 -5.64 -1.93
C 2.42 -5.38 -3.30
C 1.92 -4.07 -3.91
C 1.69 -3.02 -2.83
C -1.42 -2.64 -3.86
C -2.29 -3.86 -4.22
C -3.79 -3.63 -4.09
C -4.23 -2.38 -4.86
C -3.47 -1.17 -4.34
C -1.97 -1.36 -4.50
C -2.28 -2.68 -0.93
C -1.96 -2.05 0.44
C -1.33 -3.03 1.43
C -2.27 -4.21 1.67
C -2.50 -4.96 0.36
C -2.98 -4.06 -0.78
H 0.87 -3.12 -0.84
H -0.22 -5.34 -2.62
H -0.05 -5.29 -0.88
H 1.72 -6.71 -1.73
H 2.43 -5.22 -1.14
H 2.19 -6.21 -3.98
H 3.51 -5.36 -3.21
H 0.99 -4.26 -4.46
H 2.64 -3.69 -4.64
H 1.48 -2.04 -3.25
H 2.61 -2.88 -2.26
H -0.44 -2.81 -4.30
H -1.99 -4.75 -3.65
H -2.08 -4.10 -5.27
H -4.07 -3.50 -3.04
H -4.33 -4.51 -4.44
H -5.31 -2.24 -4.76
H -4.02 -2.52 -5.92
H -3.72 -1.01 -3.29
H -3.78 -0.26 -4.86
H -1.43 -0.50 -4.11
H -1.75 -1.42 -5.57
H -3.01 -2.01 -1.41
H -2.90 -1.70 0.87
H -1.32 -1.18 0.31
H -1.12 -2.50 2.36
H -0.37 -3.39 1.05
H -3.22 -3.83 2.06
H -1.87 -4.89 2.42
H -3.24 -5.74 0.50
H -1.58 -5.47 0.09
H -4.04 -3.84 -0.61
H -2.94 -4.62 -1.71
```


*B*
Here is C37H60AuFN3O10P2S2 as an isolated structure from the Open Molecules 2025 dataset. Energies are from wB97M-V/def2-TZVPD.

Results
E_LUMO (alpha / beta) in eV: -3.8300 / -4.1082
Charge: +1
Frontier orbital gap (alpha / beta) in eV: 3.545 / 2.875

Structure (XYZ):
```
116
C37H60AuFN3O10P2S2 wB97M-V/def2-TZVPD
Au 0.48 -1.39 -1.08
C -7.74 -0.16 -1.13
C -7.09 -0.25 0.25
N -5.64 -0.19 0.17
C -4.95 -1.36 0.17
C -3.59 -1.40 0.19
C -2.86 -2.68 0.24
O -3.37 -3.76 0.07
O -1.57 -2.59 0.56
C -2.86 -0.20 0.11
O -1.52 -0.16 0.34
C -3.55 1.01 -0.07
C -2.88 2.23 -0.29
C -3.59 3.41 -0.36
F -2.90 4.55 -0.60
C -4.96 3.46 -0.18
C -5.65 2.23 -0.02
C -4.98 1.02 0.01
N -5.73 4.66 -0.09
C -6.62 4.93 -1.21
C -7.57 6.07 -0.77
N -7.42 6.22 0.69
C -6.08 6.76 1.03
C -5.04 5.87 0.32
H -8.82 -0.22 -1.03
H -7.40 -0.99 -1.75
H -7.47 0.77 -1.63
H -7.36 -1.20 0.72
H -7.44 0.55 0.91
H -5.53 -2.27 0.21
H -1.81 2.22 -0.44
H -6.72 2.28 0.09
H -7.18 4.02 -1.43
H -6.08 5.22 -2.12
H -8.61 5.84 -1.02
H -7.30 7.02 -1.24
H -7.43 5.25 1.07
H -8.17 6.78 1.10
H -5.96 6.73 2.11
H -6.01 7.79 0.69
H -4.24 5.61 1.01
H -4.60 6.40 -0.53
C -2.25 -2.12 3.52
O -1.96 -1.09 2.58
P -0.84 -1.27 1.43
O 0.26 -0.13 1.82
C -0.01 1.26 1.91
O 0.27 -2.31 2.00
C 0.37 -3.72 1.92
H -2.99 -1.70 4.21
H -1.36 -2.42 4.06
H -2.69 -2.99 3.01
H 0.67 1.65 2.66
H -1.04 1.44 2.22
H 0.18 1.74 0.95
H 0.92 -4.03 2.81
H 0.93 -4.01 1.03
H -0.60 -4.22 1.90
O -1.29 -1.09 -4.66
S -0.43 -1.26 -3.53
O -1.16 -1.72 -2.28
O 0.78 -2.04 -3.69
S 0.24 0.53 -2.76
O 2.16 -1.23 0.04
P 3.64 -1.57 -0.04
C 3.85 -3.42 -0.23
C 5.28 -3.87 -0.50
C 5.64 -3.91 -1.98
C 4.64 -4.75 -2.77
C 3.23 -4.20 -2.60
C 2.84 -4.14 -1.13
C 4.50 -0.51 -1.30
C 4.39 0.95 -0.86
C 5.23 1.86 -1.77
C 5.21 1.37 -3.23
C 3.93 0.61 -3.51
C 3.89 -0.69 -2.70
C 4.25 -1.25 1.70
C 5.77 -1.08 1.81
C 6.14 -0.25 3.04
C 5.21 -0.57 4.21
C 3.77 -0.14 3.89
C 3.50 -0.11 2.38
H 3.59 -3.71 0.80
H 5.39 -4.89 -0.10
H 5.98 -3.22 0.03
H 6.64 -4.32 -2.09
H 5.66 -2.89 -2.38
H 4.68 -5.78 -2.42
H 4.91 -4.74 -3.83
H 2.52 -4.85 -3.12
H 3.14 -3.22 -3.05
H 2.75 -5.16 -0.76
H 1.85 -3.66 -1.04
H 5.56 -0.80 -1.31
H 4.75 1.06 0.16
H 3.34 1.24 -0.88
H 6.26 1.89 -1.42
H 4.83 2.87 -1.72
H 6.06 0.71 -3.41
H 5.31 2.21 -3.90
H 3.87 0.35 -4.57
H 3.06 1.23 -3.28
H 4.45 -1.45 -3.24
H 2.85 -1.03 -2.62
H 3.94 -2.16 2.23
H 6.17 -0.59 0.92
H 6.24 -2.06 1.89
H 6.06 0.82 2.81
H 7.17 -0.44 3.32
H 5.56 -0.08 5.11
H 5.24 -1.65 4.39
H 3.59 0.85 4.30
H 3.07 -0.83 4.37
H 3.80 0.85 1.97
H 2.43 -0.22 2.20
```


Which one is most stable, and which one is least stable? *A* is the most stable of them, while *B* is the least stable.